ORCA calculation (ωB97M-V with the def2-TZVPD basis set) on a cluster of 2 separate species, C5H16N3PS in total in a non-equilibrium geometry.

Last column: natural (NBO) charge in e.
Geometry (Å):
C 4.94 0.45 -0.01  -0.422
N 3.74 -0.12 -0.54  -0.988
P 2.19 0.38 -0.09  1.142
N 1.34 -0.13 -1.47  -1.169
S 1.68 -1.61 0.92  -0.421
H 5.76 -0.05 -0.42  0.204
H 5.15 1.46 -0.39  0.186
H 5.10 0.70 1.05  0.185
H 3.92 -1.16 -0.66  0.399
H 1.90 -0.43 -2.17  0.378
H 0.78 0.75 -1.82  0.393
H 0.56 -1.55 0.34  0.112
C -1.08 1.93 1.86  -0.063
N -1.02 1.30 0.76  -0.389
C -1.90 0.17 0.62  -0.243
C -2.65 0.03 -0.67  -0.414
C -3.66 -1.09 -0.62  -0.599
H -0.45 2.77 2.11  0.180
H -1.83 1.60 2.50  0.136
H -2.59 0.07 1.49  0.166
H -1.11 -0.64 0.59  0.202
H -3.15 0.99 -0.72  0.198
H -2.10 -0.19 -1.53  0.213
H -4.67 -0.91 -0.28  0.211
H -3.67 -1.57 -1.66  0.204
H -3.27 -1.84 -0.04  0.201

The calculation puts the LUMO energy at 0.9506 eV. Its SMILES is CNP(N)S.C=NCCC. The HOMO-LUMO gap is 9.511 eV. The value obtained for the HOMO energy is -8.56 eV. The electronic energy comes out at -30037.1554 eV. The multiplicity is 1.